Record 1
Below is C35H33BCuNO6S as an isolated structure in a non-equilibrium geometry, with properties calculated with wB97M-V/def2-TZVPD.

The geometry in XYZ format:
```
78
Properties=species:S:1:pos:R:3:forces:R:3:lowdin_charge:R:1
Cu 0.5109 -0.7218 -0.3916 0.4 0.6 -0.9 0.269
C -4.5700 4.3222 3.9766 0.1 -0.1 -0.1 -0.085
C -3.8366 3.5294 2.8918 -0.1 0.0 0.0 -0.564
C -3.5084 4.4911 1.7398 0.0 0.0 0.1 -0.055
C -4.7821 2.4327 2.3745 0.1 0.1 0.1 -0.048
C -2.5570 2.8750 3.4135 0.0 0.0 -0.1 -0.189
C -2.1662 2.9457 4.7537 0.1 -0.1 0.1 -0.060
C -1.0230 2.2954 5.2115 -0.1 0.1 0.1 -0.108
C -0.2554 1.5736 4.3185 0.2 -0.1 -0.2 -0.499
S 1.2029 0.6647 4.5666 0.0 -0.1 -0.4 1.015
C 1.2179 0.2624 2.7801 -0.6 0.5 0.7 -0.452
N 0.2273 0.7935 2.1562 0.2 -0.3 -0.5 0.122
C -0.6126 1.5081 2.9526 -0.2 0.3 0.6 -0.291
C -1.7673 2.1564 2.5232 0.1 -0.1 -0.1 0.042
C 2.2438 -0.5802 2.2113 0.4 -0.4 -0.6 -0.270
C 3.3288 -0.9930 3.0039 -0.3 0.2 0.1 -0.113
C 4.3123 -1.8001 2.4812 0.1 -0.1 0.0 -0.145
C 4.2017 -2.2139 1.1504 -0.1 0.0 0.0 -0.128
C 3.1254 -1.8091 0.3812 0.2 -0.1 0.1 -0.129
C 2.0902 -0.9682 0.8510 -0.1 0.3 -0.1 -0.103
H -5.4658 4.7787 3.5494 0.0 0.0 0.0 0.076
H -3.9372 5.1177 4.3763 0.0 0.0 0.0 0.080
H -4.8774 3.6704 4.7968 0.0 0.0 0.0 0.079
H -4.4251 4.9618 1.3731 0.0 0.0 0.0 0.076
H -3.0386 3.9667 0.9088 0.0 0.0 0.0 0.079
H -2.8261 5.2752 2.0755 0.0 0.0 0.0 0.086
H -5.6940 2.8766 1.9640 0.0 0.0 0.0 0.077
H -5.0571 1.7565 3.1865 0.0 0.0 0.0 0.088
H -4.3033 1.8421 1.5948 0.0 0.0 0.0 0.083
H -2.7473 3.5087 5.4728 0.0 0.0 0.0 0.086
H -0.7425 2.3592 6.2565 0.0 0.0 0.0 0.095
H -2.0198 2.0552 1.4748 0.0 0.0 0.0 0.124
H 3.3806 -0.6720 4.0425 0.1 0.0 0.0 0.059
H 5.1550 -2.1141 3.0884 0.0 0.0 0.0 0.076
H 4.9612 -2.8667 0.7275 0.0 0.0 0.0 0.080
H 3.0673 -2.1663 -0.6427 0.0 0.0 0.0 0.082
O -0.0400 -3.7400 -0.5602 0.0 0.1 0.0 -0.011
C -0.8467 -3.1123 0.1375 -0.3 0.0 0.2 -0.630
O -0.8823 -1.8859 0.4242 -0.7 -0.9 0.4 -0.110
C -1.9918 -3.9357 0.7747 0.2 0.0 -0.1 -0.105
C -2.0966 -5.2900 0.4879 0.0 0.0 0.0 -0.033
C -3.0882 -6.0928 1.0564 -0.1 -0.1 0.0 -0.014
C -3.9588 -5.4757 1.9202 0.0 0.2 0.1 -0.227
O -5.0228 -6.0309 2.6213 0.1 -0.1 -0.1 -0.003
C -5.6011 -4.9592 3.3475 -0.3 0.0 0.1 -0.190
O -4.8688 -3.7789 3.1032 0.1 0.1 0.0 0.010
C -3.8624 -4.1275 2.2076 0.0 -0.2 -0.1 -0.198
C -2.8941 -3.3290 1.6529 -0.2 0.1 0.1 0.067
H -1.3688 -5.7030 -0.1980 0.0 0.0 0.0 0.106
H -3.1770 -7.1485 0.8317 0.0 0.0 0.0 0.103
H -5.5828 -5.1932 4.4203 0.1 0.0 0.0 0.125
H -6.6435 -4.8226 3.0262 0.1 0.0 0.0 0.125
H -2.8103 -2.2713 1.8652 0.1 0.0 0.0 0.126
C -1.8907 -4.6596 -7.1295 0.0 0.1 0.0 -0.080
C -0.9305 -3.6004 -7.6795 0.0 0.0 -0.1 -0.564
C 0.3175 -4.3360 -8.1946 -0.1 0.0 0.0 -0.065
C -1.6251 -2.8876 -8.8494 0.0 0.0 0.0 -0.061
C -0.5277 -2.5751 -6.6140 0.0 0.0 -0.1 -0.202
C 0.5090 -1.6809 -6.8754 0.0 0.0 -0.1 -0.075
C 0.9853 -0.7837 -5.9162 0.0 0.0 0.1 -0.004
C 0.3906 -0.7965 -4.6722 -0.2 -0.2 0.0 -0.253
O 0.7017 -0.1177 -3.5511 0.0 0.1 -0.3 0.055
B -0.1705 -0.5796 -2.4798 0.7 0.1 1.0 -0.349
O -1.0838 -1.4804 -3.1371 -0.2 -0.2 0.0 0.082
C -0.6926 -1.6440 -4.4142 0.3 0.1 -0.1 -0.226
C -1.1586 -2.5320 -5.3638 -0.1 0.0 0.2 0.053
H -2.0527 -5.4309 -7.8869 0.0 0.0 0.0 0.074
H -2.8595 -4.2241 -6.8779 0.0 0.0 0.0 0.080
H -1.4809 -5.1332 -6.2363 0.0 0.0 0.0 0.089
H 0.0346 -5.1282 -8.8953 0.0 0.0 0.0 0.073
H 0.8551 -4.7856 -7.3583 0.0 0.0 0.0 0.091
H 1.0017 -3.6605 -8.7068 0.0 0.0 0.0 0.066
H -1.9584 -3.6091 -9.6034 0.0 0.0 0.0 0.073
H -0.9531 -2.1718 -9.3263 0.0 0.0 0.0 0.074
H -2.4965 -2.3406 -8.4841 0.0 0.0 0.0 0.084
H 0.9829 -1.6740 -7.8509 0.0 -0.1 0.0 0.091
H 1.8199 -0.1278 -6.1317 0.0 0.0 0.0 0.106
H -1.9756 -3.1931 -5.1079 0.0 0.0 0.0 0.111
```
Forces are in eV/Å.

Results
**Total charge**: -2
**Electronic energy**: -3923.34013 a.u.
**Energy above the lowest of the compared OMol25 structures with the same formula, charge and spin**: 4.98 kcal per mole

---

Record 2
Below is C35H33Br4N5O7STi as an isolated structure in a non-equilibrium geometry, with properties calculated with wB97M-V/def2-TZVPD.

The geometry in XYZ format:
```
86
Properties=species:S:1:pos:R:3:forces:R:3:lowdin_charge:R:1
Ti -0.3679 0.1737 -0.4984 1.3 -1.3 -1.5 1.055
Br 3.2201 -0.6387 5.4147 0.1 -0.1 0.4 0.664
C 2.6934 -0.2186 3.6598 0.1 0.1 0.0 -0.775
C 3.4723 0.6206 2.8905 0.0 -0.1 0.2 -0.775
Br 5.0633 1.3495 3.5851 0.2 0.1 0.1 0.657
C 3.0677 0.9336 1.5926 0.0 0.0 -0.3 -0.640
Br 4.0838 2.1267 0.5357 -0.1 0.0 -0.2 0.763
C 1.8967 0.4230 1.0685 0.3 -0.5 1.1 -0.420
O 1.4273 0.6791 -0.1210 0.8 0.5 0.1 -0.205
C 1.0550 -0.4114 1.8825 1.2 0.3 0.2 -0.442
O -0.0634 -0.7418 1.3512 -0.3 0.0 -0.1 -0.148
C 1.5037 -0.7373 3.1560 -0.1 -0.2 -0.1 -0.638
Br 0.4102 -1.8420 4.2234 -0.2 -0.1 -0.1 0.773
O 2.9387 -6.9054 1.0143 0.3 0.5 0.0 0.062
C 3.4937 -5.6608 0.7392 1.5 -1.0 0.4 -0.474
O 4.7084 -5.5532 0.8448 -1.4 -0.2 -0.1 0.061
C 2.5975 -4.6148 0.3133 -0.9 1.2 -0.4 -0.159
C 1.2001 -4.7710 0.1427 0.8 -0.2 0.1 -0.030
C 0.4368 -3.7658 -0.3855 -0.2 0.3 0.0 -0.013
C 1.0008 -2.5274 -0.7503 0.3 0.0 0.1 -0.245
C 2.3751 -2.3288 -0.4972 -0.5 0.3 -0.1 0.011
C 3.1421 -3.3414 0.0094 0.0 -0.9 0.3 0.005
N 0.2363 -1.5676 -1.3768 1.0 1.3 1.5 -0.081
C -0.6159 -1.9870 -2.3102 -2.7 -0.5 -2.5 -0.187
C -1.6056 -1.1167 -2.7817 1.9 -2.0 0.9 -0.301
C -2.4480 -1.4061 -3.8754 -1.3 0.6 -0.9 -0.058
C -3.4325 -0.5127 -4.2242 0.9 -1.3 0.0 -0.123
C -3.5630 0.6651 -3.4718 0.3 1.0 0.8 -0.108
C -2.6834 0.9026 -2.4352 -0.9 0.7 -1.1 -0.159
N -1.7051 0.0680 -2.0946 0.4 -0.1 0.0 -0.059
H 1.9784 -6.8577 0.9472 0.1 0.1 -0.1 0.065
H 0.6904 -5.6867 0.4282 0.0 0.0 0.0 0.099
H -0.6355 -3.8761 -0.4867 0.0 0.0 -0.1 0.118
H 2.8192 -1.3776 -0.7624 0.0 0.0 0.0 0.109
H 4.2009 -3.2015 0.1748 0.1 0.0 0.0 0.118
H -0.5222 -2.9915 -2.7262 0.0 0.2 0.0 0.111
H -2.2980 -2.3307 -4.4160 0.0 -0.1 0.0 0.096
H -4.0952 -0.7146 -5.0555 0.0 0.0 -0.1 0.081
H -4.3243 1.3920 -3.7079 -0.1 0.1 0.1 0.077
H -2.7562 1.8153 -1.8540 0.0 0.0 -0.1 0.113
N 0.6810 3.4280 2.3666 -0.1 0.2 -0.2 -0.059
N 0.1910 2.1444 2.7746 -0.5 0.1 0.0 -0.034
H -0.0742 4.0268 2.0172 0.2 -0.3 -0.1 0.050
H 1.3025 3.2523 1.5779 0.0 0.1 0.2 0.040
H -0.4411 1.7285 2.0760 0.2 0.3 0.5 0.047
H -0.3275 2.2674 3.6417 0.2 -0.1 -0.2 0.075
C -3.7626 -0.0605 6.5997 -0.1 0.0 0.0 -0.062
C -3.5375 -0.0561 5.1180 0.0 -0.3 -0.2 -0.280
C -3.8516 1.0590 4.3449 0.1 -0.2 0.1 -0.048
C -3.6420 1.0371 2.9805 0.1 -0.1 -0.3 -0.058
C -3.1219 -0.1003 2.3717 0.2 0.2 0.1 -0.245
C -2.8296 -1.2250 3.1262 0.0 0.0 -0.5 -0.074
C -3.0389 -1.2026 4.4917 -0.3 0.5 0.2 -0.076
S -2.8162 0.0127 0.6187 -2.6 -0.6 0.1 0.532
O -2.3064 -1.2422 0.0994 0.2 0.2 0.7 -0.285
O -4.0728 0.4376 0.0353 0.4 0.1 0.6 -0.279
O -1.7745 1.0826 0.5153 -0.7 0.8 0.3 -0.407
H -3.9664 0.9424 6.9703 0.0 0.0 0.1 0.068
H -2.8928 -0.4657 7.1136 0.0 0.0 0.1 0.077
H -4.6191 -0.6914 6.8411 0.0 0.0 0.1 0.076
H -4.2613 1.9413 4.8230 0.0 0.0 0.0 0.104
H -3.8787 1.8847 2.3566 0.0 0.2 0.0 0.115
H -2.4311 -2.0939 2.6249 0.2 -0.1 0.0 0.110
H -2.7946 -2.0697 5.0897 0.0 -0.1 0.0 0.104
C 3.2476 1.0899 -2.8245 0.0 -0.2 -0.1 -0.123
N 2.4244 0.8179 -3.9838 0.1 0.2 -0.2 -0.254
C 2.8767 1.5582 -5.1359 0.0 -0.2 0.1 -0.141
C 0.9919 0.8766 -3.6926 -0.1 -0.3 0.2 -0.154
C 0.4826 2.1011 -2.9557 0.1 -0.3 -0.1 -0.212
C 0.4825 3.3209 -3.6275 0.0 0.0 0.0 -0.066
C 0.0515 4.4779 -3.0042 0.0 0.2 -0.1 -0.125
C -0.3862 4.4088 -1.6956 0.0 0.1 0.0 -0.117
C -0.4325 3.1802 -1.0528 0.0 -0.1 0.2 -0.129
C -0.0183 1.9820 -1.6453 -0.2 0.7 -0.1 -0.131
H 4.2454 0.6812 -3.0075 0.1 0.0 0.1 0.080
H 2.7977 0.6058 -1.9580 0.2 0.1 0.0 0.049
H 3.3462 2.1657 -2.6062 -0.1 0.0 0.1 0.074
H 3.8873 1.2137 -5.3752 0.0 0.1 -0.1 0.072
H 2.9239 2.6514 -4.9900 0.0 0.0 0.0 0.068
H 2.2263 1.3423 -5.9857 0.0 0.1 -0.1 0.076
H 0.7808 -0.0070 -3.0791 -0.1 0.2 -0.3 0.089
H 0.4599 0.7756 -4.6463 0.0 -0.1 0.1 0.125
H 0.8012 3.3711 -4.6635 0.0 -0.1 0.0 0.093
H 0.0443 5.4183 -3.5436 0.0 0.0 0.0 0.082
H -0.7129 5.3130 -1.1932 -0.1 0.0 0.1 0.086
H -0.8497 3.1538 -0.0511 0.0 0.0 0.0 0.070
```
Forces are in eV/Å.

Results
**Total charge**: -2
**Electronic energy**: -13697.86786 a.u.
**Energy above the lowest of the compared OMol25 structures with the same formula, charge and spin**: 0.00 kcal per mole